Entry 1:
The following is a quantum chemistry calculation of a molecular structure, C36H65CaN4OS4SbSi3 in a non-equilibrium geometry, from the Open Molecules 2025 dataset.

Calculated values
E = -5084.10494 hartree
Charge = 0
Frontier orbital gap = 6.506 eV

Each line ends with the Mulliken charge.
Cartesian coordinates (Å):
1 H -3.28511 2.80004 -1.41487  -0.914
2 C -4.08010 -0.50847 0.61900  -1.056
3 H -5.65171 1.19870 -3.34918  0.472
4 H -0.50033 1.25397 6.74874  0.538
5 H -0.32028 -3.18554 2.72196  0.249
6 H -1.67640 2.01145 3.57105  -0.101
7 H -3.07255 -5.00592 -0.00034  0.554
8 Sb 0.59287 -0.44154 2.79247  -0.224
9 C -2.99981 2.42616 -4.07040  -1.077
10 C -1.78262 -3.45906 -0.71936  -0.961
11 H 2.23948 3.34350 5.93008  0.352
12 C 3.39722 -0.38865 -0.29289  -0.038
13 C -1.53218 2.79529 -3.85903  -0.940
14 C 1.25653 3.62349 5.61738  -1.287
15 H 2.33913 0.46470 -3.28491  0.312
16 C 4.41030 0.34217 2.72576  -0.999
17 H 4.62915 0.74895 1.74791  0.409
18 C -0.17293 -3.95473 -7.28191  -0.643
19 C -4.88793 0.94224 -2.58611  -0.512
20 N -0.89306 -2.51061 -0.50050  1.457
21 S -0.96476 2.86685 -2.14138  0.474
22 H 1.12226 -3.09866 -5.76885  0.433
23 H 1.31968 1.89649 -3.46265  0.562
24 C -0.78658 -3.17726 1.74364  -0.868
25 H -2.66704 -3.59478 -6.93330  0.315
26 H 1.45353 -1.86287 4.94563  0.464
27 H -0.55011 -2.94757 -7.50731  0.296
28 H 3.35442 -0.25609 5.67028  0.328
29 H -2.20889 -4.61366 2.37767  0.405
30 C -5.21609 -0.37830 -1.96001  -1.410
31 H 0.64452 3.83375 6.48915  0.493
32 H 0.83544 0.49098 -4.24479  0.269
33 H 4.40061 -0.68072 -0.08361  0.604
34 H -0.62501 0.11488 5.51350  0.311
35 C 0.04913 0.81558 5.95750  -1.329
36 C -3.66678 0.93499 0.87623  -1.310
37 H -4.17697 1.63017 0.22234  0.461
38 H -2.81693 3.51785 0.94854  0.746
39 N -0.68075 -3.72922 -4.91242  0.066
40 C 1.88621 -1.71873 3.95209  -1.670
41 C -0.32402 -2.34106 0.69223  -0.797
42 H 1.88694 4.35793 3.24464  0.609
43 C 3.56779 0.80939 5.56822  -1.107
44 H 5.37608 0.21865 3.23738  0.520
45 H -2.57989 -4.23627 -4.39197  0.340
46 Ca -0.21474 -0.28437 -1.55786  1.228
47 H 2.73933 -4.18494 0.46964  0.367
48 H 2.93612 -1.45632 3.95892  0.521
49 C -2.28904 -4.54095 -6.55380  -0.618
50 H 3.12377 -3.07724 1.73306  0.320
51 H 2.95436 1.37602 6.25601  0.341
52 C -2.34801 -4.26623 0.24689  -0.976
53 C 1.86047 4.08120 -0.11378  -0.975
54 C 1.72836 3.92646 2.27844  -0.792
55 H -3.09555 -5.27508 -6.76696  0.354
56 S -3.24959 0.79310 -3.42155  0.213
57 C -2.06929 3.06754 0.30953  -1.369
58 H 4.27162 -3.24118 0.41809  0.360
59 H 2.26686 5.69423 1.25943  0.367
60 H 0.90621 0.25845 6.30647  0.347
61 H 4.65326 0.99043 5.73633  0.412
62 Si 2.23565 -1.83419 -0.13676  0.573
63 S -3.89254 -1.22187 -1.00841  0.413
64 C 4.25739 3.10144 3.74988  -1.278
65 Si 0.42843 2.19021 4.70967  0.736
66 C 0.75137 -1.36918 0.80938  0.996
67 H 3.15913 0.42255 0.38409  -0.873
68 H 0.52618 -4.22537 -8.02214  0.427
69 H -6.02610 -0.33606 -1.29554  0.574
70 H 0.91382 -4.83525 -5.66151  0.294
71 H -4.82361 1.72566 -1.84948  0.258
72 C 0.41650 -3.89787 -5.86847  -0.566
73 C -1.82934 -4.05567 1.52550  -0.868
74 H 4.00549 -0.67455 2.56241  0.066
75 H -2.14516 -3.53530 -1.75683  0.290
76 H -2.61904 4.43166 -1.27025  0.587
77 H -5.09805 -0.63397 0.92985  0.745
78 H 5.31973 2.89267 3.97028  0.450
79 C 1.29911 0.81652 -3.31943  -1.893
80 Si 3.33372 1.43419 3.78425  0.200
81 H 1.23526 -3.31760 -1.88392  0.218
82 O -1.18591 -4.94745 -7.35436  -0.394
83 H -1.08817 3.52669 0.54999  -0.103
84 H -1.17087 3.68325 3.42814  0.253
85 C 1.50580 1.56816 3.25326  2.988
86 H -3.45001 -1.18714 1.17620  0.124
87 H 3.31036 0.04817 -1.26285  0.298
88 H 1.40652 2.24544 -1.10149  1.103
89 C -2.37995 3.37236 -1.17018  0.486
90 C -1.82697 -4.58057 -5.11235  -0.428
91 H 1.83613 -1.83218 -2.68236  0.246
92 H -3.67748 3.14385 -3.61133  0.409
93 H 1.32842 4.53884 5.03463  0.429
94 H -1.86744 3.11348 4.93896  0.593
95 H -3.24394 2.47571 -5.13554  0.565
96 H -3.91202 1.22547 1.87704  0.541
97 H -5.43615 -1.13321 -2.71665  0.426
98 H 2.11666 4.51948 -1.07698  0.500
99 N -0.99473 -1.72713 -3.50666  -0.333
100 H -1.56963 -5.61861 -4.92219  0.269
101 C -0.78637 -2.61937 -4.22754  -0.131
102 H 1.86415 -2.69722 3.40146  0.453
103 C 1.43063 2.54492 2.13608  -1.964
104 H 4.18012 3.62131 2.80302  0.406
105 H -0.89021 2.06600 -4.36165  0.199
106 N 1.21110 2.04425 0.90809  1.112
107 C 1.88581 4.68104 1.14114  -1.341
108 H -1.31995 3.77593 -4.27581  0.541
109 H 2.93488 -3.02347 -2.13545  0.509
110 C 3.20995 -3.25159 0.68517  -1.481
111 H 3.96585 3.78401 4.56738  0.294
112 C 1.99607 -2.52511 -1.86275  -1.049
113 C 1.45809 2.77420 -0.18066  -1.401
114 S -1.88975 1.26888 0.60814  0.479
115 C -1.21555 2.83406 4.12908  -0.852



Entry 2:
The following is a quantum chemistry calculation of 4 unconnected molecules or ions with the total composition C36H66BrFINO7P in a non-equilibrium geometry, from the Open Molecules 2025 dataset.

Calculated values
E = -5305.03376 hartree
Charge = -1
Frontier orbital gap = 5.770 eV
Energy above the lowest of the compared OMol25 structures with the same formula, charge and spin = 14.085 eV

Each line ends with the Mulliken charge.
Cartesian coordinates (Å):
1 C -2.90949 -0.32921 0.55035  0.113
2 H 1.29135 4.48459 -3.16930  0.228
3 H 1.62785 4.70167 1.96542  0.402
4 H -5.89536 -2.23711 4.88207  0.276
5 H 2.84845 -2.20313 -2.69648  0.133
6 H -3.62327 2.35935 0.27689  0.017
7 C -3.52338 -3.17933 -1.06588  -0.031
8 C 1.20011 -1.03256 1.39086  -0.183
9 C 5.83421 1.84583 3.35165  -0.535
10 C 0.86445 3.64632 -3.88464  -0.926
11 H 0.74885 2.01615 -2.15921  -0.457
12 H -5.11562 -1.44237 -0.95234  0.377
13 C -4.95682 3.94852 -0.15804  0.495
14 C -1.77443 2.25083 -0.92653  0.931
15 C 2.12873 -0.14493 -0.97300  0.968
16 H -2.05341 3.41936 -2.95418  0.396
17 H 0.08468 4.16227 -4.61425  0.276
18 H 2.59328 3.87169 -5.40220  0.311
19 O 2.67908 -4.70544 0.56301  -0.293
20 H 2.63514 -6.32762 2.89172  0.272
21 H 2.89542 -0.10051 -6.42170  0.324
22 H -1.87299 4.12555 0.37654  0.387
23 C -4.16868 -0.16246 1.33819  -0.933
24 H -2.63632 -3.12120 -0.30467  0.153
25 H -1.22440 -0.31004 -3.36036  -0.876
26 C 2.77480 0.44315 -5.38811  -0.845
27 H 6.80793 2.58699 1.53684  0.380
28 C 3.01825 -6.62419 1.90818  -0.529
29 C -5.47168 0.73411 6.23720  -0.535
30 C 3.39558 -0.07366 -2.01851  0.102
31 C 0.27379 3.33020 0.58685  0.231
32 H 3.74073 1.33244 3.55894  0.058
33 H 3.68275 -7.48119 2.04423  0.328
34 H -5.57561 1.17667 7.23109  0.334
35 C 3.69993 -5.44771 1.24421  -0.500
36 C 2.14715 -0.63357 -4.32271  0.201
37 H 4.42708 -5.78016 0.49582  0.276
38 H -1.92489 -0.52404 1.16031  0.106
39 O -4.09646 3.57121 -1.32846  -0.382
40 H -1.69482 2.55010 1.43455  0.069
41 C 5.85532 2.17702 1.88175  -0.627
42 P -2.78647 -0.28761 -1.37203  1.201
43 H -2.44138 -1.74430 -3.48580  0.626
44 H -4.61902 0.88064 1.61925  0.091
45 H -4.46032 -1.85274 -2.67091  0.221
46 H 0.73717 3.99112 -0.27459  0.200
47 H 0.83896 -2.04995 1.85298  0.210
48 H -5.98750 -0.76392 3.89145  0.175
49 O -4.29074 -0.92894 5.03548  -0.360
50 C 0.06790 2.56011 -2.94694  1.841
51 H 1.04200 -7.43733 1.43588  0.322
52 C 2.14613 3.02898 -4.71049  -0.571
53 H 3.83850 0.77959 -4.96597  0.276
54 H -5.65343 1.51739 5.49170  0.266
55 H -0.31361 4.87937 2.15718  0.385
56 H 4.25849 -1.48914 -3.72775  0.281
57 H 4.39542 -0.18107 -1.41788  0.371
58 C 3.22731 -1.20402 -3.21865  -0.703
59 H 5.06656 2.90373 1.65406  0.222
60 H -3.37459 0.83108 5.64693  0.238
61 O 4.68449 0.14063 2.17908  -0.286
62 H 1.92447 -2.42346 -0.30662  0.025
63 H 4.84484 0.12206 4.24905  0.311
64 C 4.70955 0.83695 3.43277  -0.306
65 H 1.65394 -1.56330 -4.86146  0.436
66 C -4.11260 0.10973 6.00845  -0.363
67 H 2.93424 2.67892 -3.88496  0.214
68 N -5.74261 4.06498 0.88778  -0.527
69 H 6.42605 0.24064 1.09648  0.270
70 H 5.67497 2.71439 3.99565  0.337
71 C 2.23564 -1.36108 0.13784  0.130
72 H 0.81175 2.27758 0.65707  -0.160
73 C 1.78594 1.75069 -5.67564  -0.352
74 H 0.25724 -0.45804 0.99892  -0.239
75 H -4.69568 -1.14984 1.70495  0.041
76 H 3.31657 0.98163 -2.56231  -0.303
77 C -3.23611 0.32901 -4.27257  0.216
78 H -1.75913 -1.31535 -1.15508  -0.068
79 C -1.33830 3.06822 0.42584  -1.004
80 H 3.33235 -1.41504 0.55902  0.014
81 C 1.48146 -5.49433 0.53854  -0.429
82 C 1.86766 -6.89139 0.97252  -0.582
83 H 1.93189 2.02746 -6.80646  0.410
84 H 0.77043 -5.04371 1.23954  0.259
85 H 1.11488 -0.27696 -1.54314  -0.435
86 C -4.11023 -1.70682 -1.53915  -0.686
87 H -6.44030 -1.06408 6.88411  0.254
88 O -2.53368 1.20978 -5.03851  -0.555
89 H 5.00626 0.94754 0.29360  -0.162
90 H 1.25220 -0.09790 -3.74546  -0.380
91 C -2.37731 -0.58334 -3.21477  0.775
92 C -1.22294 3.25029 -2.14370  -1.212
93 I 0.46195 2.66966 3.66057  -0.081
94 H -0.91006 4.31701 -1.74102  0.264
95 C -6.39824 -0.42861 5.99165  -0.506
96 O -3.91356 1.03773 -1.58086  -0.614
97 H 6.78120 1.37388 3.63940  0.242
98 C -5.69622 -1.16164 4.86938  -0.364
99 H -0.37825 1.72082 -3.64212  -0.740
100 H 2.10820 0.87167 -0.39120  -0.464
101 F -3.23682 -3.98764 -2.28655  -0.368
102 H -3.72957 -0.35300 6.92453  0.265
103 H 2.21835 -7.46777 0.10814  0.260
104 H 4.20991 -4.79888 1.96211  0.265
105 H 0.68009 1.36720 -5.51685  0.072
106 H 1.04526 -5.47155 -0.46391  0.335
107 C 5.52393 0.84194 1.25137  0.077
108 O -1.42101 0.79818 -1.03601  -0.386
109 C -3.44197 2.29005 -0.90105  -0.115
110 H -4.42767 -3.72460 -0.52258  0.233
111 H 1.68435 -0.34243 2.22453  -0.069
112 Br -5.20938 0.24949 -4.59268  -0.194
113 C 0.59121 4.11772 1.99686  -0.856
114 H -7.41825 -0.13166 5.73491  0.317